Entry 1:
Density functional theory data (the ωB97M-V functional and the def2-TZVPD basis) for a structure of composition C6H11N.

Calculated values
- Frontier orbital gap: 0.33713 Ha

Structure (ORCA input):
```
! RIJCOSX wB97M-V def2-TZVPD def2/J DEFGRID3
* xyz 0 1
N 2.014 1.593 -0.044
C -0.544 -2.564 0.678
C -0.257 -0.044 0.398
C 0.839 1.330 -0.406
C 0.555 -1.125 0.046
C -1.401 0.334 0.910
C 0.155 2.243 -1.380
H 2.459 0.885 0.541
H 0.068 -3.424 0.420
H 0.651 -1.332 -1.017
H -2.082 -0.377 1.354
H -0.146 1.685 -2.268
H -1.705 1.370 0.879
H -1.484 -2.579 0.135
H -0.672 -2.482 1.753
H 0.828 3.044 -1.691
H -0.745 2.675 -0.940
H 1.465 -1.231 0.631
*
```

Mulliken population analysis, charges in e, atoms 1 to 5: N -0.687; C -1.255; C 0.471; C 0.448; C -0.431

Entry 2:
Density functional theory data (the ωB97M-V functional and the def2-TZVPD basis) for a structure of composition C7H10N4O2.

Calculated values
- Frontier orbital gap: 0.31631 Ha

Structure (ORCA input):
```
! RIJCOSX wB97M-V def2-TZVPD def2/J DEFGRID3
* xyz 0 1
O 3.283 -0.027 -0.236
O 1.993 -0.851 -1.787
N -0.419 2.289 -0.401
N 1.433 0.923 2.460
N -0.165 -0.629 -0.039
N 2.215 -0.331 -0.710
C -0.935 -2.940 0.459
C -0.049 -2.017 0.034
C 1.340 0.447 1.408
C -1.575 1.309 -0.332
C 1.064 0.064 0.102
C -1.336 0.008 0.452
C 0.688 1.671 -0.941
H -1.839 -2.837 0.911
H -2.322 1.976 0.008
H -1.877 1.036 -1.355
H -0.594 -3.911 0.475
H -2.300 -0.590 0.397
H -1.300 0.377 1.592
H 1.576 2.437 -0.763
H 1.004 -2.276 -0.337
H -0.320 2.858 0.353
H 0.435 1.013 -1.751
*
```

Mulliken population analysis, charges in e, atoms 1 to 5: O -0.631; O -0.585; N -0.184; N -0.560; N 0.358

Entry 3:
Density functional theory data (the ωB97M-V functional and the def2-TZVPD basis) for the ion H2O2PS with charge -1.

Calculated values
- SMILES string: O=S([O-])#[PH2]
- Frontier orbital gap: 0.26710 Ha

Structure (ORCA input):
```
! RIJCOSX wB97M-V def2-TZVPD def2/J DEFGRID3
* xyz -1 1
S 0.834 0.571 0.349
P -1.253 -0.178 0.164
O 1.537 -0.176 -0.815
O 0.831 2.057 0.167
H -1.135 -1.169 -0.814
H -0.813 -1.106 0.948
*
```

Mulliken population analysis, charges in e, atoms 1 to 5: S 0.393; P -0.191; O -0.627; O -0.599; H 0.033

Entry 4:
Density functional theory data (the ωB97M-V functional and the def2-TZVPD basis) for the ion C10H20N3O2 with charge +1.

Calculated values
- SMILES string: C=C1N[C@@H](C)[C@H](C)[C@@]2(N)[C@H](O)[C@@H](O)C[N@@H+]12
- Frontier orbital gap: 0.36607 Ha

Structure (ORCA input):
```
! RIJCOSX wB97M-V def2-TZVPD def2/J DEFGRID3
* xyz 1 1
O -2.836 0.579 -0.881
O -1.796 -1.094 1.983
N -0.353 0.001 -2.068
N -0.562 1.411 -0.021
N 1.806 0.891 0.284
C 1.002 3.197 -0.130
C -0.548 -0.134 -0.703
C 2.783 -1.158 0.838
C -1.139 1.163 1.245
C 0.305 -2.516 -0.850
C 0.433 -1.139 -0.091
C 0.793 1.924 -0.040
C 1.878 -0.512 -0.105
C -2.021 -0.376 -0.281
C -2.114 -0.002 1.222
H 1.191 -3.034 -0.730
H 2.474 -1.175 1.946
H -1.711 2.027 1.465
H -0.872 0.671 -2.636
H 2.684 1.308 0.501
H 3.036 -2.277 0.731
H 2.213 -0.602 -1.121
H 0.555 -0.075 -2.317
H -3.233 0.189 -1.682
H -0.355 1.090 1.969
H 2.037 3.606 -0.200
H -0.656 -2.875 -0.610
H -3.172 0.363 1.443
H -1.158 2.033 -0.521
H -2.567 -1.666 2.004
H 3.679 -0.540 0.732
H 0.146 3.855 -0.254
H 0.317 -2.320 -1.846
H -2.342 -1.497 -0.256
H 0.106 -1.316 0.981
*
```

Mulliken population analysis, charges in e, atoms 1 to 5: O -0.570; O -0.541; N -0.477; N 0.234; N -0.097

Entry 5:
Density functional theory data (the ωB97M-V functional and the def2-TZVPD basis) for the molecule C5H8O.

Calculated values
- Frontier orbital gap: 0.30212 Ha

Structure (ORCA input):
```
! RIJCOSX wB97M-V def2-TZVPD def2/J DEFGRID3
* xyz 0 1
O -2.080 1.324 0.692
C -0.993 -0.517 -0.417
C 0.292 0.020 0.089
C -2.144 -0.064 0.487
C 1.544 -0.172 -0.128
C 2.843 0.097 -0.528
H -1.141 -0.093 -1.421
H 3.688 -0.476 -0.161
H 3.067 0.909 -1.223
H -1.147 1.493 0.908
H -0.977 -1.608 -0.540
H 2.186 -0.001 0.852
H -2.088 -0.614 1.441
H -3.117 -0.280 0.034
*
```

Mulliken population analysis, charges in e, atoms 1 to 5: O -0.491; C -0.159; C -0.039; C -0.462; C -0.069

Entry 6:
Density functional theory data (the ωB97M-V functional and the def2-TZVPD basis) for a cluster of 3 separate species, C25H47FI2NO2 in total.

Calculated values
- Frontier orbital gap: 0.29368 Ha

Structure (ORCA input):
```
! RIJCOSX wB97M-V def2-TZVPD def2/J DEFGRID3
* xyz 1 1
I -2.680 -3.551 -2.177
I -4.698 -2.942 0.576
F 2.144 3.007 -1.858
O -3.845 -4.336 3.724
O 1.049 4.689 -4.317
N -1.391 -1.245 -0.849
C 2.678 -0.224 2.540
C 3.408 -0.394 1.199
C 3.650 -1.849 0.788
C -0.095 -0.818 -0.894
C -2.204 0.912 -1.370
C 1.043 -1.752 -0.623
C 2.334 6.089 -5.825
C -2.415 -0.398 -1.102
C -0.899 1.415 -1.377
C -1.765 -2.613 -0.472
C -4.561 -4.880 4.838
C -2.308 -1.523 1.830
C -0.633 2.859 -1.660
C 0.130 0.512 -1.146
C 3.535 -2.129 -0.713
C 1.520 4.817 -5.662
C -5.447 -6.031 4.391
C 2.604 2.329 2.429
C 1.683 3.290 -0.572
C 1.816 1.032 2.594
C -5.355 -3.792 5.544
C 2.337 -1.464 -1.387
C 2.312 3.584 -6.069
C -2.594 -2.669 0.840
C 0.203 3.604 -0.610
H 0.082 4.663 -0.837
H -1.679 -0.743 1.417
H 1.306 1.072 3.557
H -4.491 -3.988 3.097
H 1.747 6.960 -5.534
H 1.235 -1.701 0.453
H 2.984 -2.521 1.331
H -5.869 -4.185 6.421
H -2.307 -3.597 1.324
H 2.239 4.145 -0.193
H -1.581 3.378 -1.763
H 1.146 0.861 -1.180
H -3.224 -1.047 2.163
H 1.818 4.624 -3.740
H -0.116 2.920 -2.620
H 2.661 6.220 -6.856
H -0.201 3.462 0.394
H 1.709 2.684 -5.951
H 3.124 2.574 3.354
H -4.855 -6.800 3.893
H 1.029 0.964 1.835
H 1.910 2.430 0.060
H -6.200 -5.674 3.683
H 0.777 -2.783 -0.828
H -3.409 -0.819 -1.064
H 0.615 4.884 -6.267
H 3.404 -0.189 3.351
H 3.199 3.482 -5.437
H -0.891 -3.221 -0.331
H 2.033 -1.092 2.690
H 3.223 6.052 -5.188
H -5.964 -6.484 5.237
H 4.656 -2.135 1.091
H 4.435 -1.803 -1.233
H 3.343 2.267 1.632
H -6.105 -3.374 4.867
H -3.788 -5.257 5.508
H 3.488 -3.209 -0.859
H -1.831 -1.925 2.720
H 2.813 0.124 0.441
H 4.366 0.120 1.240
H -4.698 -2.982 5.860
H 2.532 -0.402 -1.500
H 2.640 3.649 -7.107
H 2.236 -1.861 -2.397
H -3.043 1.563 -1.557
H 1.944 3.168 2.215
*
```

Mulliken population analysis, charges in e, atoms 1 to 5: I 0.293; I 0.176; F -0.346; O -0.370; O -0.436

Entry 7:
Density functional theory data (the ωB97M-V functional and the def2-TZVPD basis) for a cluster of 13 separate species, C52H129N5O8S5 in total.

Calculated values
- Frontier orbital gap: 0.30933 Ha

Structure (ORCA input):
```
! RIJCOSX wB97M-V def2-TZVPD def2/J DEFGRID3
* xyz 0 1
S -3.352 3.681 0.920
S -4.682 -0.720 0.646
S -0.897 1.506 4.754
S -0.840 -4.091 -0.752
S -1.914 -3.968 4.593
O -1.836 0.436 5.079
O 1.624 -1.368 7.907
O -1.774 -5.135 3.723
O -4.639 2.914 0.592
O -0.445 -2.699 -0.293
O -0.106 0.450 1.947
O 2.260 4.621 -2.737
O -4.798 -2.204 0.865
N 3.675 -4.069 3.128
N 1.672 5.164 1.927
N 2.751 -2.900 -4.831
N -1.888 5.023 -3.302
N -2.550 -2.942 -4.984
C -1.188 0.434 -0.160
C -1.236 3.942 -2.558
C 3.570 -1.173 -6.350
C 3.597 -2.662 -6.011
C 2.319 -4.272 -4.623
C 3.998 3.097 -3.041
C -3.362 4.917 -3.300
C -0.098 6.602 -3.777
C -1.929 -5.448 -4.536
C -1.235 2.584 -3.112
C 2.289 -1.522 -2.864
C 0.360 0.559 -0.336
C 2.766 4.312 2.510
C -1.221 -2.331 -4.660
C 2.199 -3.984 3.177
C 4.374 4.482 -3.631
C -4.098 5.832 -4.285
C 2.530 3.161 -2.740
C 0.319 4.785 2.393
C 3.479 5.372 -2.781
C 0.790 -3.588 7.971
C -2.489 -4.363 -0.115
C 5.714 -4.434 4.572
C -2.958 -2.830 -6.366
C 1.686 -4.893 -5.820
C 0.950 6.425 0.049
C -1.382 6.334 -2.973
C -1.355 -1.316 -3.522
C -3.319 3.495 2.768
C 4.176 -2.944 2.268
C -6.244 0.023 0.695
C 0.751 0.847 4.925
C 3.977 -2.934 0.793
C -0.330 -2.676 8.440
C 0.041 5.417 3.773
C -1.261 -2.622 3.617
C -4.423 -2.630 -6.660
C -2.798 -4.238 -4.320
C 1.627 -5.356 3.456
C 0.242 -1.196 8.295
C -1.363 0.721 1.331
C 0.837 -0.033 0.937
C -3.700 -3.499 4.609
C -4.317 -0.595 -1.094
C -3.669 5.460 0.702
C -0.808 2.559 6.184
C 2.699 2.810 2.069
C 3.304 -2.374 -3.622
C 1.637 -2.595 7.191
C -0.077 -5.208 0.303
C 4.266 -3.995 4.497
C 1.713 5.191 0.481
H -3.082 -4.511 -0.991
H -0.516 -6.210 0.242
H 3.543 -0.633 -5.453
H 2.769 5.295 0.174
H 0.059 6.499 3.684
H 4.143 -2.960 4.850
H -2.301 -2.152 -6.920
H 2.987 -3.285 0.464
H 2.477 -1.315 -1.794
H -0.401 -1.012 -3.205
H -4.200 -4.478 4.791
H -2.694 -3.789 -6.931
H -0.436 -3.051 -4.490
H -5.123 5.378 -4.433
H -4.574 -2.480 -7.755
H 0.100 -0.615 9.219
H 0.247 7.656 -3.668
H 3.211 -4.919 -4.266
H -3.547 3.860 -3.584
H 2.199 -0.578 -3.440
H 0.626 -0.034 4.260
H 1.200 -2.485 6.163
H 3.299 -3.307 -6.809
H -3.797 -4.549 -4.583
H 1.109 0.538 5.922
H 3.617 -4.490 5.187
H 2.670 4.333 3.595
H -4.831 -3.629 -6.459
H -1.961 -0.514 -3.852
H 5.877 -5.470 4.249
H -4.223 3.882 3.197
H -2.389 -6.318 -4.099
H 2.824 2.769 1.010
H 4.242 -1.737 -3.746
H -2.916 -4.066 -3.236
H 3.770 4.665 2.219
H -6.178 1.075 0.368
H 0.609 1.570 -0.101
H -3.845 5.042 -2.258
H -0.719 2.589 -4.061
H -4.203 6.813 -3.867
H 1.317 7.187 0.726
H -3.657 5.486 -0.396
H 2.626 -1.024 -6.943
H -2.115 0.150 1.874
H -1.706 -1.780 -2.616
H -5.131 -1.098 -1.653
H -0.885 -5.461 -4.172
H -0.807 1.872 -2.422
H -2.632 -3.422 0.436
H 3.755 -1.995 2.628
H -6.666 0.131 1.719
H 6.014 -4.370 5.621
H -0.396 5.277 1.667
H 3.233 6.340 -3.179
H 4.665 -3.067 -5.765
H -0.282 -0.740 7.477
H 2.628 -2.995 7.074
H -0.090 3.308 5.963
H 1.050 6.567 -0.989
H 3.500 2.256 2.541
H 1.939 -3.750 2.143
H 1.291 -1.986 -2.835
H 4.120 4.480 -4.666
H -0.358 6.346 -4.841
H -4.854 -1.821 -6.165
H 1.479 1.595 4.489
H -2.227 2.342 -3.490
H -3.826 -2.844 5.403
H 1.324 -4.101 8.757
H -2.877 5.940 1.191
H -3.917 -3.167 3.589
H 4.082 -1.943 0.363
H 4.347 2.291 -3.632
H 5.262 -2.841 2.476
H 0.785 -1.093 0.889
H -1.838 1.085 -0.726
H -1.886 -2.499 2.731
H -6.979 -0.394 -0.058
H -0.976 5.116 4.024
H 0.970 -5.257 0.007
H -0.629 -2.936 9.452
H -2.493 4.083 3.146
H 0.403 -4.358 7.294
H 0.226 3.732 2.296
H -1.458 -0.582 -0.399
H -3.500 6.007 -5.223
H -1.605 1.769 1.503
H 1.117 -4.172 -6.452
H 0.989 -5.711 -5.567
H -4.671 5.773 1.075
H -2.152 7.064 -3.343
H 2.424 -5.337 -6.445
H -1.702 -5.614 -5.574
H -1.419 -1.656 4.120
H 0.827 0.241 -1.227
H -0.471 2.067 7.109
H 1.878 2.690 -3.514
H 4.571 2.943 -2.118
H -4.350 0.487 -1.390
H 1.345 4.296 -0.031
H 0.681 5.968 -3.419
H -0.232 -4.942 1.322
H -0.206 -2.812 3.425
H -3.132 2.468 3.072
H -3.366 -1.028 -1.365
H 1.794 2.382 2.311
H -1.788 2.931 6.367
H 2.278 2.726 -1.766
H 6.207 -3.732 3.872
H 1.973 -6.013 2.653
H -0.149 6.262 0.233
H 1.652 -4.361 -3.727
H -1.694 3.770 -1.557
H 1.789 0.326 1.224
H 1.899 -3.158 3.829
H 5.508 4.749 -3.454
H 0.821 5.036 4.433
H 3.926 5.551 -1.751
H 4.728 -3.623 0.367
H 4.313 -0.834 -6.993
H -1.195 6.536 -1.907
H -0.864 -1.825 -5.503
H -0.217 4.299 -2.395
H 3.649 -3.204 -2.929
H 1.947 -5.780 4.444
H -2.563 -5.208 0.609
H -1.144 -2.630 7.710
H 0.523 -5.492 3.425
*
```

Mulliken population analysis, charges in e, atoms 1 to 5: S 0.889; S 0.886; S 0.831; S 0.870; S 0.600

Entry 8:
Density functional theory data (the ωB97M-V functional and the def2-TZVPD basis) for the molecule C5H8N2.

Calculated values
- SMILES string: Cc1c[nH]c(N)c1
- Frontier orbital gap: 0.30836 Ha

Structure (ORCA input):
```
! RIJCOSX wB97M-V def2-TZVPD def2/J DEFGRID3
* xyz 0 1
N -0.159 -1.832 1.964
N -0.332 -1.360 -0.370
C -0.086 -0.310 -1.246
C -0.027 -0.948 0.890
C 0.375 0.369 0.860
C 0.233 2.071 -1.173
C 0.277 0.787 -0.477
H 0.343 -0.595 -2.203
H 1.046 2.792 -0.962
H -0.136 1.376 -2.210
H -0.732 2.566 -1.095
H -1.110 -2.158 2.093
H 0.553 0.989 1.726
H -0.395 -2.335 -0.628
H 0.151 -1.413 2.831
*
```

Mulliken population analysis, charges in e, atoms 1 to 5: N -0.582; N -0.072; C -0.892; C 0.362; C -0.763

Entry 9:
Density functional theory data (the ωB97M-V functional and the def2-TZVPD basis) for a cluster of 2 separate species, C4H7NS2 in total.

Calculated values
- Frontier orbital gap: 0.23040 Ha

Structure (ORCA input):
```
! RIJCOSX wB97M-V def2-TZVPD def2/J DEFGRID3
* xyz 0 1
S 2.790 -1.664 -0.188
S 2.339 1.465 0.089
N -0.040 -0.755 0.230
C -0.742 0.411 -0.120
C 2.526 -0.078 -0.038
C -2.010 0.251 -0.924
C -0.596 0.002 1.298
H -2.568 -0.607 -0.549
H -1.762 0.069 -1.970
H -1.406 -0.480 1.835
H -2.632 1.142 -0.854
H -0.132 1.287 -0.397
H 4.166 -1.637 -0.334
H 0.067 0.594 1.922
*
```

Mulliken population analysis, charges in e, atoms 1 to 5: S -0.121; S -0.245; N -0.541; C 0.535; C 0.500

Entry 10:
Density functional theory data (the ωB97M-V functional and the def2-TZVPD basis) for a structure of composition C9H13GdNO.

Calculated values
- ⟨S²⟩: 16.0403
- Frontier orbital gap (alpha / beta): 0.20772 / 0.19711 Ha

Structure (ORCA input):
```
! RIJCOSX wB97M-V def2-TZVPD def2/J DEFGRID3
* xyz -1 8
Gd -0.054 0.196 0.022
O 0.664 -2.684 1.105
N -1.095 1.604 1.053
C -2.100 -0.580 0.148
C 1.831 0.420 -1.360
C 0.971 -1.549 1.304
C -0.233 1.166 -2.165
C 1.998 -1.149 2.321
C -2.335 0.743 0.928
C 1.092 -0.727 -1.829
C 1.010 1.594 -1.565
C -0.182 -0.269 -2.321
H -1.173 2.486 1.356
H 1.418 -1.751 -1.780
H -2.689 0.536 1.954
H 1.668 -1.498 3.317
H -2.691 -0.665 -0.742
H 2.802 0.404 -0.899
H 1.266 2.600 -1.289
H 2.964 -1.617 2.056
H -1.066 1.800 -2.407
H 2.106 -0.054 2.331
H -3.098 1.348 0.408
H -0.964 -0.889 -2.723
H -2.108 -1.463 0.777
*
```

Mulliken population analysis, charges in e, atoms 1 to 5: Gd 0.369; O -0.665; N -0.534; C -0.935; C -0.361

Entry 11:
Density functional theory data (the ωB97M-V functional and the def2-TZVPD basis) for the molecule C3H3F2NO2.

Calculated values
- SMILES string: C=NOC(=O)C(F)F
- Frontier orbital gap: 0.41186 Ha

Structure (ORCA input):
```
! RIJCOSX wB97M-V def2-TZVPD def2/J DEFGRID3
* xyz 0 1
F -2.826 -0.680 0.026
F -1.935 1.304 -0.780
O 0.419 0.056 0.181
O -0.944 -1.685 -0.502
N 1.486 -0.553 -0.491
C 2.435 0.202 -0.128
C -0.791 -0.572 -0.146
C -1.860 0.222 0.271
H -1.791 0.759 1.300
H 2.533 1.257 0.547
H 3.273 -0.311 -0.279
*
```

Mulliken population analysis, charges in e, atoms 1 to 5: F -0.200; F -0.297; O -0.071; O -0.419; N -0.431

Entry 12:
Density functional theory data (the ωB97M-V functional and the def2-TZVPD basis) for a cluster of 2 separate species, C4H10O2 in total.

Calculated values
- SMILES string: CO/C=C\CO.[H][H]
- Frontier orbital gap: 0.35548 Ha

Structure (ORCA input):
```
! RIJCOSX wB97M-V def2-TZVPD def2/J DEFGRID3
* xyz 0 1
O -2.536 1.291 -0.038
O 0.851 0.545 -0.344
C 0.109 -0.568 -0.541
C -1.145 -0.685 -0.094
C 2.228 0.493 -0.686
C -1.859 0.330 0.757
H -2.643 -0.150 1.348
H 2.396 0.159 -1.716
H 0.597 -1.371 -1.097
H 0.323 -1.177 1.274
H -1.173 0.826 1.462
H -1.868 1.635 -0.642
H 2.767 -0.165 -0.007
H 2.631 1.503 -0.595
H -1.735 -1.469 -0.553
H 1.057 -1.195 1.473
*
```

Mulliken population analysis, charges in e, atoms 1 to 5: O -0.508; O -0.245; C -0.278; C -0.336; C -0.710